Entry 1:
The following is a quantum chemistry calculation of C10H25As2F12N5O5Tl as an isolated structure, from the Open Molecules 2025 dataset.

The net charge is +1. The calculation puts the molar mass at 877.54 g/mol. As for the HOMO energy: -13.16 eV. The calculation puts the maximum force at 0.03253 Eh/bohr.

Structure (XYZ):
```
60
Properties=species:S:1:pos:R:3:forces:R:3:nbo_charge:R:1
F 4.22995 0.03555 -0.52478 0.035 -0.369 -0.097 -0.641
H 3.55751 -1.80622 -3.46874 0.122 0.060 0.053 0.415
F 3.58602 2.16701 -1.53892 -0.487 0.020 -0.200 -0.650
H 2.66668 -1.66304 4.19135 0.175 -0.083 -0.235 0.413
O -0.27192 2.66843 -0.91387 -0.802 -0.516 -0.094 -0.540
N 1.24293 4.22984 -1.60586 -0.090 -0.540 0.040 -0.735
F -4.59570 1.47608 -0.41541 -0.224 -0.469 -0.287 -0.628
O 1.36221 -1.78931 -1.20221 -0.334 -0.028 0.657 -0.585
F -4.16772 1.85105 1.94698 0.101 -0.378 0.303 -0.640
H 2.56210 -0.48070 -2.97457 0.070 0.067 0.079 0.422
Tl -0.58745 0.03508 -0.51719 1.112 0.105 0.839 1.589
F -2.36313 1.94158 0.32561 1.282 -1.011 -0.363 -0.644
F -3.08775 3.95522 1.38803 0.484 0.561 0.415 -0.618
H 1.94344 3.52395 -1.82476 0.074 0.139 0.175 0.445
H -1.97745 -4.40393 -3.34104 0.002 0.027 -0.045 0.260
H 3.89160 -3.54018 -1.42005 0.022 0.087 -0.118 0.259
C -0.87587 4.91277 -0.56917 0.563 -0.139 0.121 -0.681
H -2.05678 -0.75363 5.21531 -0.043 -0.205 0.061 0.235
F -3.63803 3.62718 -0.95816 0.286 0.162 -0.529 -0.629
H -4.29362 -0.28638 2.48943 0.100 0.295 -0.017 0.442
C 2.83861 -2.49836 1.71781 0.165 0.290 -0.044 -0.707
As -3.91215 2.76196 0.49755 -0.916 -0.056 0.293 2.857
H -0.42179 5.89890 -0.65333 0.026 0.018 -0.078 0.228
H -1.45192 -2.16840 4.29139 -0.134 -0.044 0.019 0.250
C 2.85042 -3.58924 -1.74272 -0.053 0.023 0.621 -0.707
C 1.93614 -1.44526 2.28091 -0.115 0.479 -0.760 0.703
O 1.20501 -0.75277 1.54843 -0.610 -0.182 0.718 -0.563
F -5.39896 3.52981 0.73419 -0.687 0.297 -0.089 -0.604
H -4.02890 -0.62471 4.17740 -0.460 -0.151 -0.159 0.405
N 2.81115 -1.45284 -2.89719 -0.260 -0.421 0.388 -0.762
H -0.59113 -0.63493 4.25631 0.002 0.005 -0.095 0.231
C -2.37014 -0.64620 3.09950 -0.482 0.422 -1.053 0.699
H 1.53366 5.18693 -1.51044 0.042 0.054 -0.135 0.423
H 1.58216 -0.37357 3.99061 -0.104 0.074 -0.298 0.416
O -1.28291 -2.05998 -2.14720 -0.250 0.388 0.076 -0.644
H -1.96653 -0.48803 -4.02762 -0.013 0.051 0.139 0.411
H 3.47066 -2.95454 2.47452 -0.156 -0.230 0.012 0.229
F 5.29017 2.11459 0.20048 0.075 0.152 0.077 -0.603
O -1.78586 -0.31659 2.05214 0.714 -0.467 -0.268 -0.632
H 2.23885 -3.21230 1.16736 -0.005 -0.241 0.043 0.238
C 0.09178 3.85768 -1.07774 0.483 -0.020 0.112 0.708
C -2.07998 -2.30955 -3.07898 -0.444 1.076 -0.446 0.705
As 3.67853 1.55667 0.10293 1.100 0.068 0.115 2.849
F 3.02453 3.03417 0.68136 -0.189 0.350 -0.022 -0.623
C 2.29583 -2.19999 -1.90580 -0.008 0.905 -1.187 0.704
H -3.16750 -3.85424 -2.19572 -0.244 -0.081 -0.131 0.261
H -3.48130 -3.72583 -3.97663 -0.135 0.125 0.019 0.239
H -1.03853 4.67531 0.48222 -0.274 0.079 -0.104 0.280
F 3.74713 0.94744 1.71476 -0.052 -0.259 0.219 -0.630
H -1.81396 4.87174 -1.11482 -0.015 -0.142 0.091 0.286
N -3.70090 -0.63664 3.22644 0.575 -0.212 0.492 -0.758
H 2.78465 -4.16468 -2.66271 -0.027 0.094 -0.106 0.252
N -2.40942 -1.39169 -4.01400 0.371 -0.441 0.598 -0.759
C -1.57590 -1.08737 4.29677 0.168 0.382 0.116 -0.693
C -2.75035 -3.65006 -3.18093 0.661 -0.106 0.464 -0.705
H -3.13001 -1.55533 -4.69400 -0.010 -0.174 -0.037 0.421
N 2.00662 -1.19665 3.59304 -0.013 0.086 0.359 -0.753
H 2.28560 -4.08293 -0.95951 -0.059 -0.151 -0.071 0.243
F 2.06698 0.91807 -0.03885 -1.035 0.135 -0.640 -0.659
H 3.49266 -1.98091 1.01010 -0.081 0.037 -0.005 0.275
```
Positions in Å, forces in eV/Å.



Entry 2:
The following is a quantum chemistry calculation of a 3-piece molecular cluster, C19H46FN2O10P overall, from the Open Molecules 2025 dataset.

The net charge is 0. The calculation puts the molar mass at 512.55 g/mol. As for the HOMO energy: -8.78 eV. The calculation puts the maximum force at 0.01988 Eh/bohr.

Structure (XYZ):
```
79
Properties=species:S:1:pos:R:3:forces:R:3:lowdin_charge:R:1
H 7.63776 -2.28530 0.95936 0.016 0.021 -0.020 0.124
C -2.59609 -0.66829 2.06807 0.150 0.140 0.066 -0.231
C -5.84410 -4.71849 1.30818 -0.021 0.052 -0.084 -0.115
O -4.17729 6.14808 -1.96130 0.153 -0.375 -0.250 -0.056
H 0.22774 5.14111 -3.21588 -0.016 -0.166 0.051 0.126
H 3.07796 -2.45555 3.52392 0.009 0.026 -0.004 0.088
O -6.22766 -3.36310 1.19767 0.090 -0.095 0.051 -0.192
H -4.81872 -4.83303 1.67711 -0.024 -0.036 0.069 0.075
N -4.18054 -2.37758 3.16569 0.019 0.069 -0.186 -0.050
C 2.49304 2.74826 -1.87455 -0.009 -0.367 -0.211 -0.285
H -2.17066 -2.12143 3.55723 0.024 0.036 0.039 0.120
H -3.24638 1.49600 -3.41357 0.011 0.020 -0.128 0.073
H 3.28490 -1.67733 0.22971 0.035 0.086 0.170 0.074
O -2.71252 5.51396 0.04984 0.053 -0.133 -0.410 -0.209
H 4.36300 -3.64837 3.78753 -0.002 -0.032 -0.010 0.088
H -3.23524 -3.05929 0.53747 -0.174 0.035 0.011 0.073
H -2.33247 0.10672 -2.77248 0.023 -0.021 -0.330 0.073
H 1.61663 2.39835 -1.31909 -0.002 0.010 0.201 0.108
C 5.89871 -2.70126 -1.20589 -0.015 -0.179 0.111 -0.198
H 6.37697 -1.04687 0.85761 0.081 0.038 0.038 0.103
H -5.77660 -1.13023 3.65790 0.009 0.035 -0.002 0.124
O -0.52424 6.04041 -1.52584 -0.055 0.018 -0.054 -0.106
C 3.96369 -2.91153 3.08483 -0.008 0.098 0.010 -0.114
H 6.89000 -1.69614 3.14985 -0.001 -0.024 0.023 0.122
P -2.93375 5.36294 -1.38512 0.340 0.495 0.734 0.392
C -3.02097 -1.49535 3.27731 -0.069 -0.161 0.115 -0.198
O 4.01977 -1.13546 -1.63157 0.044 0.047 0.209 -0.200
C 0.57912 5.73936 -2.37976 -0.010 -0.239 -0.218 -0.142
H 5.66591 -1.28502 -2.76268 -0.014 0.008 -0.003 0.123
H -3.97542 -3.09594 2.48550 -0.021 -0.028 -0.016 0.066
H -5.31184 -1.03385 1.95261 -0.078 0.056 0.017 0.103
C 3.52540 -0.78296 -0.34963 -0.145 -0.133 -0.217 -0.092
H -4.78429 5.55743 -2.41963 -0.168 0.060 -0.154 0.094
H 3.33201 2.83999 -1.17801 0.058 0.125 0.086 0.119
H 6.93667 -2.83220 -1.52917 0.017 0.053 -0.010 0.117
H 2.59928 -0.22457 -0.49287 0.017 0.003 -0.055 0.083
F -1.33069 2.89675 -2.70834 0.163 -0.015 0.138 0.040
O -3.18973 3.87338 -1.90020 0.077 -0.140 0.021 -0.112
H -1.99833 1.01426 -0.73798 -0.066 0.041 0.322 0.110
C -6.50518 -2.71478 2.43176 -0.163 0.153 -0.011 -0.217
H -2.52451 -2.19817 -0.81584 0.050 0.070 0.020 0.088
H 1.11406 4.43063 -0.75109 -0.087 -0.009 0.126 0.123
H -3.89493 -1.47044 0.03709 -0.056 -0.031 0.081 0.086
C -2.98526 -2.06317 0.16355 0.257 -0.061 -0.088 -0.099
H 3.39762 2.30454 -3.71950 0.185 -0.222 -0.119 0.081
H -5.89667 -5.15288 0.31127 -0.005 0.024 -0.012 0.089
N 5.82766 -3.00917 0.22094 -0.093 0.172 -0.016 -0.051
O -2.04148 -1.41800 1.00037 -0.151 0.045 -0.067 -0.187
C 5.41937 -1.33946 -1.69935 0.101 0.045 -0.218 -0.227
H -3.39669 -0.01344 1.70220 -0.089 -0.117 -0.046 0.106
H 5.94794 -0.50732 -1.21800 -0.039 -0.034 0.120 0.113
H 3.38269 0.91652 -2.59198 -0.042 -0.286 -0.116 0.049
H 1.88241 1.45215 -3.44658 0.054 -0.293 -0.129 0.078
H -6.52041 -5.27116 1.96631 0.015 -0.018 0.025 0.088
H -7.44166 -2.16706 2.29682 -0.016 -0.026 0.012 0.122
C -3.11092 0.83352 -2.56634 -0.203 -0.008 0.688 -0.075
C 1.60108 4.92894 -1.58736 0.380 0.196 -0.642 -0.174
H 4.22838 -0.15610 0.20446 0.052 -0.051 0.032 0.092
H -6.65771 -3.44655 3.23067 0.088 -0.027 0.009 0.122
H 5.30920 -3.46042 -1.72502 0.035 -0.010 -0.041 0.120
H 4.85678 -3.01790 0.50049 -0.017 -0.007 0.036 0.066
H 6.35766 -3.35354 2.84347 -0.053 -0.040 -0.067 0.122
H -4.04102 0.29724 -2.39436 -0.040 -0.132 -0.130 0.070
H 2.38946 5.59624 -1.23395 -0.006 -0.054 0.394 0.126
C -2.13542 2.95659 -1.59636 -0.390 -0.288 0.092 -0.387
O 4.89394 -1.87598 2.84196 -0.069 -0.114 -0.041 -0.191
H -1.54683 3.33757 -0.76270 0.106 0.165 -0.018 0.145
H 1.01543 6.65154 -2.78812 -0.114 0.174 0.106 0.127
C 6.56655 -2.10314 1.08975 -0.136 -0.070 -0.102 -0.218
H -3.19686 -0.80931 4.11233 -0.007 0.048 -0.024 0.118
C -5.42800 -1.71828 2.80346 0.163 -0.086 -0.015 -0.217
C 6.21477 -2.30989 2.54762 0.161 0.136 0.074 -0.217
C -2.73564 1.59989 -1.28150 0.175 0.200 -0.854 -0.151
C 2.81707 1.75283 -2.98124 -0.178 0.982 0.219 -0.049
H -1.79370 -0.00649 2.40325 0.020 -0.012 -0.011 0.122
O -1.71447 5.86171 -2.33537 -0.194 0.358 0.229 -0.151
H 3.66235 -3.42563 2.16536 0.032 -0.071 0.023 0.075
H -3.60794 1.79829 -0.66564 0.026 -0.114 0.241 0.118
O 2.18985 3.99228 -2.47656 -0.244 -0.018 0.125 -0.153
```
Positions in Å, forces in eV/Å.



Entry 3:
The following is a quantum chemistry calculation of C5H8N2 in the gas phase, from the Open Molecules 2025 dataset.

The net charge is 0. The energy above the lowest of the compared OMol25 structures with the same formula, charge and spin comes out at 38.1 kcal/mol. The calculation puts the molar mass at 96.13 g/mol. As for the HOMO energy: -9.86 eV. The calculation puts the maximum force at 0.02177 Eh/bohr.

Structure (XYZ):
```
15
Properties=species:S:1:pos:R:3:forces:R:3:nbo_charge:R:1
H 0.40493 -0.16297 -2.14859 -0.103 -0.049 0.147 0.192
C -0.68007 1.55311 -0.45344 0.003 0.120 -0.074 -0.324
H 1.38541 0.10626 0.07993 -0.150 -0.073 -0.012 0.194
C -0.41847 2.17578 0.85536 0.221 0.412 0.881 0.277
C 0.44300 -1.61202 1.08874 -0.010 -0.047 -0.010 -0.614
H -0.41260 -2.27164 0.91574 0.113 0.100 0.010 0.217
H -0.60149 -1.60065 -1.61055 0.079 0.140 0.077 0.208
C 0.50981 -0.54605 0.02679 0.168 -0.028 0.150 -0.078
H -1.63498 1.92425 -0.84044 0.140 -0.038 0.047 0.243
C -0.08422 -0.68699 -1.32603 0.039 -0.125 -0.238 -0.254
H 1.35601 -2.21574 1.10121 -0.114 0.073 -0.019 0.214
N -0.74519 0.10985 -0.30145 -0.083 0.096 0.064 -0.394
H 0.11361 1.88841 -1.14304 -0.074 -0.077 0.107 0.210
H 0.32038 -1.14709 2.07276 0.043 -0.076 -0.131 0.224
N -0.16745 2.63951 1.88416 -0.273 -0.428 -0.997 -0.315
```
Positions in Å, forces in eV/Å.